[1]
{
  "formula": "C18H24N2O4",
  "method": "wB97M-V/def2-TZVPD",
  "elements": ["C", "C", "C", "C", "C", "C", "C", "O", "N", "C", "C", "C", "O", "N", "C", "O", "C", "C", "C", "C", "C", "C", "C", "H", "H", "H", "H", "H", "H", "H", "H", "H", "H", "O", "H", "H", "H", "H", "H", "H", "H", "H", "H", "H", "H", "H", "H", "H"],
  "positions_angstrom": [[4.36139, -0.72589, -0.04652], [3.38750, -1.28526, -1.07668], [1.97339, -1.37094, -0.50782], [0.96698, -2.04950, -1.43691], [0.78544, -1.36712, -2.79522], [0.37253, 0.11040, -2.70096], [-0.71874, 0.33233, -1.68668], [-0.54927, 0.82272, -0.58711], [-1.97307, -0.04835, -2.04170], [-3.04322, 0.03651, -1.06908], [-3.52606, 1.45330, -0.76292], [-3.37290, 1.60747, 0.73816], [-3.71046, 2.54256, 1.41133], [-2.79284, 0.45696, 1.22914], [-2.51518, -0.48286, 0.27838], [-2.01474, -1.56166, 0.46210], [-2.33012, 0.33406, 2.60350], [-0.89601, 0.78924, 2.69634], [-0.60575, 2.14392, 2.78830], [0.70849, 2.57314, 2.81953], [1.74049, 1.65227, 2.75997], [1.45493, 0.30159, 2.66470], [0.14077, -0.12950, 2.62697], [-0.08340, -1.18154, 2.53152], [2.25913, -0.41728, 2.61342], [2.76741, 1.98782, 2.78355], [0.92766, 3.62877, 2.88737], [-1.41305, 2.86061, 2.82659], [-2.42619, -0.71556, 2.88998], [-2.98236, 0.96051, 3.21649], [-4.55739, 1.63675, -1.06183], [-2.89466, 2.19998, -1.24655], [-3.85018, -0.61234, -1.42109], [-2.27884, -0.58671, -3.28151], [-2.16325, -1.55186, -3.24228], [0.03276, 0.45606, -3.67889], [1.22466, 0.71180, -2.38562], [1.71660, -1.42120, -3.36180], [0.03663, -1.92298, -3.36560], [0.00697, -2.08767, -0.91608], [1.28512, -3.08014, -1.61778], [2.00517, -1.94852, 0.41879], [1.61692, -0.37315, -0.24948], [3.71681, -2.28071, -1.38630], [3.39983, -0.64155, -1.95825], [5.36121, -0.64008, -0.46677], [4.41122, -1.37613, 0.82436], [4.03769, 0.25972, 0.28099]],
  "atomic_forces_ev_per_a": [[-0.030, -0.076, -0.250], [-0.128, 0.058, 0.308], [0.075, -0.159, -0.318], [0.066, 0.135, 0.018], [-0.028, -0.051, 0.167], [0.097, -0.094, -0.041], [0.346, -0.032, -0.801], [0.054, 0.240, 0.229], [-0.524, -0.420, 0.178], [0.145, 0.052, -0.122], [-0.015, 0.096, -0.044], [-0.192, -0.088, -0.391], [0.014, 0.271, 0.156], [-0.156, -0.137, 0.443], [-0.374, -0.162, -0.316], [0.089, -0.107, 0.096], [0.066, -0.002, 0.072], [-0.043, -0.051, 0.103], [-0.018, -0.002, 0.036], [0.009, 0.099, -0.020], [0.110, 0.013, -0.017], [0.078, -0.029, 0.010], [-0.039, 0.011, 0.053], [-0.046, -0.124, -0.016], [0.075, -0.072, -0.014], [0.077, 0.022, 0.011], [0.016, 0.080, 0.014], [-0.100, 0.069, 0.013], [-0.037, 0.137, 0.005], [0.054, -0.142, -0.060], [0.022, 0.013, 0.073], [-0.029, -0.026, 0.038], [0.163, 0.057, 0.116], [0.078, 0.075, -0.196], [0.071, 0.240, 0.309], [0.058, 0.041, 0.031], [-0.084, 0.060, 0.035], [-0.043, -0.014, -0.092], [0.066, 0.004, -0.067], [-0.056, -0.103, -0.031], [-0.057, -0.046, 0.036], [0.000, 0.042, 0.113], [0.006, 0.042, 0.106], [0.006, -0.016, -0.114], [0.004, -0.034, -0.119], [0.123, 0.047, 0.051], [0.027, -0.043, 0.129], [0.005, 0.126, 0.082]],
  "spin_multiplicity": 1,
  "smiles": "CCCCCCC(=O)N(O)[C@@H]1CC(=O)N(Cc2ccccc2)C1=O",
  "total_charge": 0,
  "e_above_lowest_ev": 1.651,
  "lumo_energy_ha": 0.019,
  "fmax_ev_per_a": 0.9
}



[2]
{
  "formula": "C25H25F10IrN6O2",
  "method": "wB97M-V/def2-TZVPD",
  "elements": ["Ir", "C", "N", "C", "C", "N", "C", "C", "F", "C", "F", "C", "F", "C", "F", "C", "F", "C", "C", "N", "C", "C", "F", "C", "F", "C", "F", "C", "F", "C", "F", "H", "H", "H", "H", "H", "H", "H", "H", "H", "H", "H", "C", "C", "N", "C", "N", "C", "C", "C", "N", "C", "H", "H", "H", "H", "H", "H", "H", "H", "H", "H", "H", "H", "H", "O", "C", "O", "H"],
  "positions_angstrom": [[0.34505, 0.26227, -0.92751], [0.56272, 3.48673, -0.56333], [0.33409, 2.41195, -1.55722], [-1.00134, 2.63794, -2.15779], [-1.99822, 1.85804, -1.34813], [-1.51787, 0.48450, -1.49919], [-2.51751, -0.51705, -1.55463], [-2.34997, -1.61351, -2.39895], [-1.28168, -1.69599, -3.19006], [-3.29541, -2.62273, -2.48732], [-3.10611, -3.64258, -3.31454], [-4.45123, -2.55311, -1.72433], [-5.35995, -3.51917, -1.79527], [-4.65090, -1.46787, -0.88561], [-5.74180, -1.40620, -0.12347], [-3.69976, -0.46486, -0.81808], [-3.91312, 0.53988, 0.04825], [1.36012, 2.46690, -2.61789], [2.60633, 1.86353, -2.05406], [2.21686, 0.51938, -1.59122], [3.32841, -0.33857, -1.40109], [3.29361, -1.66078, -1.82097], [2.21222, -2.13824, -2.45490], [4.35104, -2.53107, -1.63963], [4.25267, -3.79116, -2.05330], [5.51006, -2.09173, -1.02177], [6.52639, -2.92428, -0.82583], [5.59200, -0.77617, -0.60811], [6.68898, -0.33466, -0.00036], [4.51773, 0.07672, -0.80907], [4.63989, 1.32685, -0.32399], [0.49529, 4.44981, -1.07361], [1.54704, 3.41202, -0.11525], [-0.19817, 3.44436, 0.21287], [-0.99415, 2.22783, -3.16607], [-1.22589, 3.70549, -2.22528], [-3.00240, 1.97907, -1.75736], [-2.03467, 2.17464, -0.30070], [1.50359, 3.49103, -2.97895], [1.01006, 1.85360, -3.44853], [3.02876, 2.46515, -1.24842], [3.37600, 1.79739, -2.82862], [-2.71302, -1.62353, 3.52141], [-2.44819, -2.14253, 2.12902], [-1.77975, -1.10342, 1.35172], [-0.89424, -0.22678, 1.84305], [-0.18511, 0.55160, 1.00096], [0.86120, 1.37400, 1.64555], [0.34497, 2.00074, 2.91977], [0.00601, 0.88663, 3.86803], [-0.80035, -0.11885, 3.18490], [-1.39424, -1.12772, 4.07116], [-3.11473, -2.41288, 4.15443], [-3.43718, -0.80751, 3.48850], [-3.37466, -2.39854, 1.61406], [-1.82991, -3.04455, 2.16877], [-1.59096, -1.35637, 0.38973], [1.16171, 2.13946, 0.95287], [1.74266, 0.75584, 1.84233], [-0.54584, 2.59466, 2.69586], [1.09089, 2.65705, 3.36637], [-0.56413, 1.24928, 4.72464], [0.91852, 0.41777, 4.24956], [-1.52138, -0.65641, 5.04429], [-0.69619, -1.96132, 4.19716], [1.79008, -1.38683, 0.52508], [0.97859, -2.16003, 0.03625], [0.02240, -1.70321, -0.73484], [1.01408, -3.24194, 0.19862]],
  "atomic_forces_ev_per_a": [[-0.376, 2.993, -0.981], [-0.045, 0.266, -0.337], [-0.106, -0.155, 0.219], [-0.260, 0.267, -0.045], [-0.010, -0.040, -0.324], [-0.750, -0.948, 0.826], [0.408, 0.188, -0.565], [-0.035, -0.184, -0.219], [-0.051, 0.123, 0.132], [-0.027, 0.032, 0.061], [-0.008, 0.048, 0.055], [-0.044, -0.106, -0.044], [0.120, 0.137, 0.021], [-0.028, -0.001, -0.029], [0.092, 0.022, -0.062], [-0.088, 0.023, 0.210], [0.017, -0.134, -0.105], [0.265, 0.225, -0.091], [-0.065, -0.240, -0.187], [0.116, -0.833, 0.413], [-0.183, 0.088, -0.482], [0.165, -0.259, -0.457], [0.024, 0.141, 0.146], [-0.017, 0.020, 0.074], [0.010, 0.029, -0.004], [0.059, -0.097, 0.008], [-0.085, 0.071, -0.032], [-0.068, 0.021, -0.058], [-0.061, 0.010, -0.024], [0.066, 0.031, 0.308], [-0.017, -0.101, 0.016], [-0.017, 0.021, 0.011], [0.024, 0.087, -0.130], [-0.007, 0.001, -0.026], [-0.026, 0.034, -0.007], [0.072, -0.019, 0.102], [0.050, -0.096, -0.052], [0.103, -0.041, -0.013], [-0.047, 0.000, 0.114], [0.018, 0.001, 0.016], [-0.077, 0.025, -0.026], [-0.050, -0.093, 0.033], [0.025, 0.020, -0.003], [-0.163, 0.047, -0.012], [0.262, -0.378, -0.477], [0.054, 0.070, 0.173], [0.088, 0.457, 0.686], [0.109, -0.321, 0.080], [-0.070, 0.110, -0.096], [0.056, -0.055, 0.064], [0.005, 0.048, -0.040], [-0.038, 0.015, -0.003], [0.005, -0.004, 0.000], [-0.008, -0.008, 0.003], [0.015, 0.030, -0.003], [0.012, 0.000, -0.008], [-0.044, 0.030, 0.077], [0.058, -0.260, 0.144], [-0.030, -0.069, 0.032], [0.012, 0.030, 0.057], [0.030, 0.000, -0.042], [-0.017, -0.013, -0.022], [-0.007, 0.013, 0.018], [-0.028, -0.012, -0.011], [0.026, 0.022, 0.016], [0.029, -0.914, 0.559], [0.003, 0.592, -0.044], [0.720, -0.986, 0.456], [-0.161, -0.022, -0.069]],
  "spin_multiplicity": 2,
  "total_charge": 1,
  "lumo_energy_ha": [-0.137, -0.166],
  "fmax_ev_per_a": 3.2
}



[3]
{
  "formula": "C20H27NO",
  "method": "wB97M-V/def2-TZVPD",
  "elements": ["O", "C", "C", "C", "C", "C", "C", "C", "N", "C", "C", "C", "C", "C", "C", "C", "C", "C", "C", "C", "C", "C", "H", "H", "H", "H", "H", "H", "H", "H", "H", "H", "H", "H", "H", "H", "H", "H", "H", "H", "H", "H", "H", "H", "H", "H", "H", "H", "H"],
  "positions_angstrom": [[2.13302, -2.42887, -0.90667], [1.61974, -1.81705, -1.76628], [2.98493, -3.69338, -4.85591], [2.45089, -2.94212, -5.88016], [2.73656, -3.36522, -3.56025], [1.57097, -1.85111, -5.59627], [1.80301, -2.31437, -3.16532], [1.20431, -1.53531, -4.25651], [-0.97482, 0.86045, 2.25146], [-0.28195, 0.83067, 4.66517], [0.19890, -0.40731, -4.04180], [-1.07901, -0.53245, 1.86920], [0.32673, 1.37466, 1.69575], [-0.20921, -0.23928, -2.56805], [-0.77078, -0.84826, 0.41961], [0.45515, 1.30652, 0.27025], [-2.66205, 3.06888, 4.85132], [-3.10100, 3.24113, 3.33662], [0.99519, -0.47385, -1.51351], [-1.33695, 1.14857, 3.63846], [0.62736, -0.12829, -0.04275], [-1.68709, 2.66139, 3.79072], [3.60557, -4.51779, -5.08843], [2.53903, -3.24779, -6.93778], [3.26566, -3.98635, -2.78405], [0.89484, -1.36136, -6.39096], [-0.56889, 1.05112, 5.66486], [0.00955, -0.33559, 4.67551], [0.55483, 1.46307, 4.41538], [-0.75144, -0.46330, -4.56685], [0.50806, 0.46541, -4.45139], [-2.13072, -0.73102, 2.03342], [-0.43616, -1.11746, 2.58090], [1.19284, 0.83971, 2.17979], [0.34771, 2.38357, 1.90876], [-0.94361, -1.01379, -2.36656], [-0.75503, 0.77299, -2.56355], [-1.61529, -0.69192, -0.25265], [-0.61464, -1.95723, 0.37102], [-0.45425, 1.62584, -0.25155], [1.34512, 1.92755, 0.01780], [-2.52876, 3.95183, 5.39688], [-3.42677, 2.40021, 5.36600], [-3.86283, 2.50564, 3.13850], [-3.14323, 4.35301, 3.01511], [1.76436, 0.22088, -1.78332], [-2.31014, 0.63176, 3.82719], [1.42602, -0.54450, 0.47302], [-0.91571, 3.46015, 3.73785]],
  "atomic_forces_ev_per_a": [[1.346, -1.892, 3.243], [-0.442, 0.608, -2.163], [-0.156, 0.737, -0.574], [-2.084, 1.490, -1.008], [-0.949, 0.647, 3.023], [-1.048, -0.732, 0.079], [0.102, 1.040, -3.433], [0.865, -1.289, -0.091], [1.226, 0.399, -1.925], [0.770, -3.062, -0.500], [-0.726, -2.592, 2.045], [-0.407, 0.085, 1.231], [-1.252, -0.920, 3.916], [0.487, 0.753, 0.210], [2.442, -0.914, -0.231], [0.529, -0.197, -2.385], [-2.541, -1.326, -1.070], [2.404, 1.289, 1.991], [-2.771, 1.337, -1.234], [-0.923, 1.534, -0.614], [-2.861, -2.197, -2.490], [-1.624, 0.565, -0.052], [0.588, -0.697, -0.116], [0.282, 0.232, 0.702], [-0.859, 0.969, -0.582], [1.676, -0.738, 0.982], [-0.496, 0.295, 0.793], [-0.390, 2.656, -0.217], [0.716, -0.152, 0.108], [-0.138, -1.098, -0.412], [1.885, 2.861, -0.936], [-0.251, -0.841, 0.289], [-0.444, -0.185, -0.721], [-0.474, 0.547, -0.260], [0.296, 2.271, 1.236], [-0.246, -0.003, 0.171], [0.954, -1.372, 0.799], [0.171, 0.704, 0.051], [0.023, 0.771, 0.021], [0.251, 0.589, 0.132], [-0.588, -0.357, -0.331], [0.483, 1.133, 0.673], [1.689, 0.354, -0.577], [-0.093, 0.271, -0.723], [-0.111, -2.403, 0.112], [0.765, 0.612, -0.338], [0.753, 0.099, -0.103], [1.320, -0.802, 1.573], [-0.148, -1.082, -0.296]],
  "spin_multiplicity": 1,
  "smiles": "C[C@@H](C1CC1)N1CCC([C@@H]2CCc3ccccc3C2=O)CC1",
  "total_charge": 0,
  "e_above_lowest_ev": 3.860,
  "lumo_energy_ha": 0.011,
  "fmax_ev_per_a": 4.4
}